No. 1
Formula: C20H24N2O4
Source: the Open Molecules 2025 dataset
Level of theory: the ωB97M-V functional and the def2-TZVPD basis

Values from the calculation:
Energy relative to the best compared isomer or geometry (same formula, charge and spin) (kJ/mol): 278.8
Largest force on an atom (eV Å⁻¹): 0.62
HOMO level (eV): -8.24
Total charge: 0
Structure (SMILES): COc1cccc(OC)c1C(=O)Nc1ccc(CN2CCOCC2)cc1
Frontier orbital gap (eV): 8.92
Electronic energy (eV): -32298.884

```
50
C20H24N2O4, DFT the ωB97M-V functional and the def2-TZVPD basis
C 0.66295 -0.03227 2.98393
H 1.05181 0.66046 3.73680
O 1.66593 -0.44037 2.08734
C 2.25491 0.49869 1.29540
C 1.97336 1.85944 1.34119
C 2.65286 2.72333 0.50231
C 3.60368 2.26720 -0.39060
C 3.88980 0.90602 -0.45262
C 3.21055 0.02146 0.39228
C 3.57380 -1.42990 0.40018
O 4.67725 -1.83379 0.69280
N 2.56832 -2.30661 0.10827
C 1.23858 -2.03190 -0.21611
C 0.22853 -2.82391 0.32204
C -1.09727 -2.55379 0.04082
C -1.44505 -1.50013 -0.79250
C -0.43158 -0.73734 -1.36102
C 0.89525 -0.99955 -1.08653
H 1.66959 -0.41019 -1.55007
H -0.69936 0.07333 -2.02074
C -2.88440 -1.17546 -1.09101
N -3.11377 0.25535 -0.96154
C -2.92599 0.76756 0.38613
C -4.12250 0.47980 1.30281
O -5.32386 0.97444 0.74875
C -5.55856 0.42399 -0.53101
C -4.38919 0.71744 -1.48026
H -4.30951 1.80183 -1.61024
H -4.57162 0.25975 -2.45414
H -5.71503 -0.66315 -0.44666
H -6.47795 0.88591 -0.89423
H -4.21190 -0.60377 1.47928
H -4.00339 0.98319 2.26376
H -2.79647 1.85171 0.30532
H -2.01697 0.33271 0.80519
H -3.53744 -1.78883 -0.44897
H -3.10180 -1.43985 -2.13205
H -1.86971 -3.16899 0.48113
H 0.48712 -3.64145 0.97934
H 2.78688 -3.27007 0.33212
O 4.75957 0.33687 -1.32292
C 5.54465 1.17187 -2.13875
H 6.20184 0.50350 -2.69242
H 6.14977 1.86241 -1.54366
H 4.92879 1.74021 -2.84434
H 4.11165 2.97080 -1.02937
H 2.43409 3.77983 0.54556
H 1.23896 2.25279 2.02429
H -0.17923 0.43185 2.45992
H 0.32208 -0.94242 3.47478
```

No. 2
Formula: C43H63BrCoFGeN4P3STe
Source: the Open Molecules 2025 dataset
Level of theory: the ωB97M-V functional and the def2-TZVPD basis

Values from the calculation:
Energy relative to the best compared isomer or geometry (same formula, charge and spin) (kJ/mol): 0.0
Largest force on an atom (eV Å⁻¹): 1.19
HOMO level (spin up / spin down) (eV): -4.20 / -4.17
Total charge: -1
Spin multiplicity: 3
Frontier orbital gap (spin up / spin down) (eV): 6.29 / 4.88
Electronic energy (eV): -264476.704

```
119
C43H63BrCoFGeN4P3STe, DFT the ωB97M-V functional and the def2-TZVPD basis
Co -0.89088 -0.56012 -0.62647
C -1.30898 4.78497 1.53147
C -1.98898 3.61797 0.81216
C -3.02976 2.99821 1.74597
P -0.85811 2.28116 0.10338
C 0.66188 2.56434 1.13060
N 1.64880 1.56385 0.91917
Ge 1.22387 -0.41654 0.42347
N 1.98886 -2.21587 0.06770
C 1.63551 -2.90674 -1.13254
P 0.15233 -2.17458 -1.97741
C -0.73599 -3.77095 -2.42315
C 0.09472 -4.91036 -3.02256
C -1.96008 -3.53122 -3.30862
C 0.87441 -1.44500 -3.53138
C 1.64477 -2.38329 -4.46194
C -0.16585 -0.66489 -4.34098
C 3.10743 -2.59790 0.72335
C 3.67095 -3.88738 0.66980
C 4.79330 -4.20553 1.41528
C 5.39942 -3.26209 2.23199
C 4.86641 -1.97881 2.28520
C 3.75645 -1.64419 1.53617
N 3.15645 -0.33164 1.54759
C 3.82945 0.75165 0.87082
C 5.14956 0.79053 0.50068
C 5.67084 1.95784 -0.05856
C 4.85250 3.06496 -0.21395
C 3.50784 3.01785 0.13282
C 2.95029 1.84066 0.64402
C 2.80373 0.09547 2.89765
C 3.68978 0.78534 3.69973
C 3.30934 1.22908 4.96200
C 2.01541 0.98757 5.39312
C 1.10741 0.32693 4.57962
C 1.47737 -0.13621 3.30285
N 0.64458 -0.73464 2.41128
C -0.75391 -0.59724 2.70652
P -1.79982 -1.18212 1.31794
C -1.97140 -3.01489 1.63123
C -2.60473 -3.42983 2.95790
C -0.58708 -3.65166 1.49894
C -3.46309 -0.45327 1.74122
C -4.61620 -1.24431 1.11718
C -3.74032 -0.17862 3.22075
C -0.39425 3.05071 -1.53630
C 0.05904 4.50668 -1.54355
C 0.65980 2.18643 -2.22532
H -2.06024 5.54243 1.77368
H -0.53992 5.26171 0.92733
H -0.85536 4.45799 2.46850
H -2.51820 4.00448 -0.06401
H -2.55113 2.54448 2.61849
H -3.61592 2.23424 1.23516
H -3.71929 3.76725 2.10653
H 0.32317 2.52899 2.18308
H 1.02976 3.57539 0.94149
H 1.40420 -3.95856 -0.92145
H 2.47238 -2.88144 -1.84506
H -1.08911 -4.10163 -1.43842
H 0.34971 -4.70814 -4.05996
H -0.50628 -5.82361 -3.00249
H 1.01644 -5.11040 -2.47779
H -1.65443 -3.31586 -4.33369
H -2.56899 -2.70176 -2.95050
H -2.58224 -4.43025 -3.33557
H 1.58412 -0.73166 -3.09719
H 0.96710 -2.93940 -5.11210
H 2.27530 -3.09066 -3.92329
H 2.29423 -1.78369 -5.10431
H -0.92577 -1.32334 -4.76204
H 0.33070 -0.14630 -5.16595
H -0.67783 0.07961 -3.73705
H 3.21168 -4.65195 0.05653
H 5.19932 -5.20932 1.35899
H 6.27497 -3.51275 2.81644
H 5.32953 -1.23285 2.91771
H 5.77970 -0.07761 0.64946
H 6.71027 2.00088 -0.35850
H 5.26068 3.97313 -0.64308
H 2.88747 3.89000 -0.03161
H 4.67767 1.01030 3.31787
H 4.00963 1.77655 5.57967
H 1.69715 1.33655 6.36908
H 0.09384 0.18861 4.93280
H -1.02873 0.46108 2.86698
H -1.03698 -1.15032 3.61253
H -2.60447 -3.37372 0.81087
H -2.01597 -3.07233 3.80455
H -2.63045 -4.52154 3.01439
H -3.62578 -3.06970 3.06545
H 0.07207 -3.31660 2.30083
H -0.12035 -3.36446 0.56074
H -0.65957 -4.74252 1.53599
H -3.41529 0.51146 1.22455
H -4.81410 -2.16657 1.66620
H -4.41270 -1.49424 0.07714
H -5.52551 -0.63804 1.13577
H -3.76032 -1.09449 3.81112
H -4.71961 0.29964 3.31198
H -3.00447 0.49312 3.66092
H -1.32437 2.98390 -2.10850
H 0.94370 4.65640 -0.92318
H -0.73140 5.18287 -1.21531
H 0.32689 4.79105 -2.56536
H 1.64364 2.30811 -1.77192
H 0.72527 2.43318 -3.28843
H 0.41463 1.12321 -2.14824
F 2.28151 -0.00650 -1.19271
Br -2.86389 -0.39828 -1.83092
Te -4.92475 2.16391 -1.41546
C -4.95199 3.34379 -3.12744
C -5.96998 3.45313 -4.03757
C -5.70487 4.37602 -5.07778
C -4.47998 4.95865 -4.95745
S -3.64717 4.38989 -3.57042
H -6.87932 2.87547 -3.94968
H -6.39097 4.59238 -5.88472
H -4.01203 5.67828 -5.61048
```

No. 3
Formula: C56H54BFInN9O2Si
Source: the Open Molecules 2025 dataset
Level of theory: the ωB97M-V functional and the def2-TZVPD basis

Values from the calculation:
Energy relative to the best compared isomer or geometry (same formula, charge and spin) (kJ/mol): 0.0
Largest force on an atom (eV Å⁻¹): 0.78
HOMO level (eV): -6.99
Total charge: 0
Frontier orbital gap (eV): 6.76
Electronic energy (eV): -92903.442

```
125
C56H54BFInN9O2Si, DFT the ωB97M-V functional and the def2-TZVPD basis
In 0.35873 -0.28591 0.02526
C -0.58439 -2.88945 1.64432
O -0.96571 -1.52812 1.41331
C -1.75572 -0.85377 2.33696
C -2.60861 -1.51453 3.19988
C -3.41931 -0.79068 4.05936
C -3.36466 0.59224 4.03842
C -2.49070 1.24322 3.18725
C -1.66008 0.53587 2.31383
N -0.67844 1.14529 1.49442
N -0.69636 2.44844 1.70539
C 0.14897 3.37229 1.32534
C 1.54641 3.14853 0.94933
O 2.09690 2.08438 1.18270
C 2.29214 4.28140 0.39320
C 1.80845 5.52519 0.47188
C 0.55907 5.82226 1.14979
C 0.18146 7.14781 1.38202
C -0.95408 7.44161 2.10802
C -1.72861 6.39641 2.60798
C -1.38963 5.08400 2.34804
C -0.24493 4.76820 1.61252
H -1.33403 -3.41711 2.22096
H 0.38327 -2.92387 2.14788
H -0.51776 -3.34296 0.66174
H -2.66867 -2.59084 3.19958
H -4.08897 -1.31145 4.73015
H -3.99011 1.17262 4.70454
H -2.41279 2.31709 3.19648
H 3.25742 4.05621 -0.04301
H 2.37794 6.36059 0.07804
H 0.80826 7.94436 0.99732
H -1.23599 8.46999 2.29255
H -2.60879 6.61340 3.20114
H -2.00498 4.27737 2.71787
C 2.71050 -1.05527 -4.94221
C 2.43651 -1.59192 -3.57926
C 3.15493 -2.52363 -2.85620
C 2.45316 -2.68142 -1.65743
N 1.39755 -1.85817 -1.63137
N 1.37992 -1.22956 -2.83086
B 0.06857 -0.61046 -3.31236
N -0.23897 0.83930 -2.88778
N -0.69329 1.15341 -1.63731
C -1.30010 2.34306 -1.75284
C -1.14842 2.83319 -3.05602
C -0.48317 1.84630 -3.74577
C -0.14285 1.82253 -5.19793
C -2.27557 2.92224 -0.81330
C -3.16462 2.08082 -0.15413
C -4.25329 2.59941 0.52666
C -4.48587 3.96865 0.52603
C -3.60321 4.81410 -0.13117
C -2.49634 4.29616 -0.78439
N -1.07302 -1.52133 -2.81492
N -1.48527 -1.56493 -1.51361
C -2.57120 -2.34503 -1.51171
C -2.82734 -2.83902 -2.79779
C -1.85533 -2.29111 -3.59930
C -1.66483 -2.46731 -5.07020
C -3.52533 -2.60612 -0.40856
C -4.42298 -1.61426 -0.02051
C -5.48085 -1.91289 0.82535
C -5.65133 -3.20651 1.29897
C -4.75976 -4.20054 0.92101
C -3.70954 -3.90360 0.06335
C 2.71490 -3.72967 -0.65598
C 4.01365 -4.15981 -0.39004
C 4.23919 -5.23816 0.45167
C 3.17057 -5.91437 1.02593
C 1.87469 -5.50401 0.75128
C 1.65305 -4.41907 -0.08290
H 3.63305 -1.49178 -5.32033
H 1.90393 -1.28627 -5.63879
H 2.82974 0.02950 -4.92054
H 4.02593 -3.06805 -3.17958
H 0.08412 -0.63221 -4.50270
H -1.56023 3.74373 -3.45609
H -0.42582 2.77619 -5.63994
H 0.92429 1.67070 -5.36224
H -0.67389 1.02915 -5.72371
H -3.00596 1.01212 -0.19973
H -4.93025 1.92989 1.04305
H -5.35049 4.37378 1.03680
H -3.77069 5.88367 -0.13062
H -1.79951 4.96178 -1.28069
H -3.64599 -3.47405 -3.09246
H -2.40384 -3.17636 -5.43992
H -1.79285 -1.52808 -5.60887
H -0.67142 -2.85238 -5.30354
H -4.30914 -0.61422 -0.41750
H -6.17937 -1.13495 1.10625
H -6.47613 -3.43921 1.96015
H -4.89497 -5.21475 1.27506
H -3.04236 -4.68880 -0.27243
H 4.84763 -3.63219 -0.83105
H 5.25429 -5.55352 0.65823
H 3.34793 -6.76156 1.67576
H 1.03465 -6.03525 1.18228
H 0.64642 -4.11899 -0.33587
C 3.81254 0.30690 3.37381
Si 2.44610 -0.80660 2.72105
C 2.94995 -2.54313 3.27411
C 0.92963 -0.38494 3.73789
N 2.19749 -0.73739 0.98289
C 3.29506 -0.33513 0.22243
C 4.60206 -0.81204 0.41255
C 5.68475 -0.37237 -0.33357
C 5.52124 0.55940 -1.34791
C 4.24225 1.04335 -1.58961
C 3.20599 0.59222 -0.81245
F 1.96465 1.12401 -1.08051
H 3.82870 0.18152 4.46066
H 3.62473 1.35873 3.14956
H 4.80137 0.05519 3.00156
H 3.04788 -2.53893 4.36444
H 3.90977 -2.85765 2.85862
H 2.22673 -3.31998 3.01157
H 1.31242 -0.10448 4.72301
H 0.24983 -1.22864 3.88844
H 0.36031 0.46434 3.35797
H 4.75463 -1.57893 1.15591
H 6.66710 -0.78019 -0.12448
H 6.36140 0.90217 -1.93665
H 4.03391 1.77366 -2.36115
```